Formula: CH7N6
Source: the Open Molecules 2025 dataset
Level of theory: ωB97M-V/def2-TZVPD

net charge: +1
HOMO-LUMO gap: 10.6829 eV
HOMO energy: -13.9 eV
LUMO: -3.178 eV

Element x y z (Å)
C 0.19711 -0.20474 1.09526
N -2.19700 1.79600 -3.63293
N -0.74598 0.91030 -2.05958
N -1.41370 1.22543 -2.94008
N 0.86085 -0.28829 -0.29040
N 0.75955 -0.91546 1.99268
N 0.26165 -0.95127 3.23064
H -2.30742 1.83437 -4.62306
H 1.31531 0.60507 -0.38887
H 0.06068 -0.30019 -0.92464
H 1.52970 -1.58674 1.77433
H -0.50128 -0.36085 3.31317
H 0.87807 -0.57458 3.98585
H 1.30246 -1.18904 -0.53238

Atomic partial charges in e from the Mulliken method, atoms 1 to 5: number 1, C, carries -0.36; number 2, N, carries -0.71; number 3, N, carries -0.35; number 4, N, carries 0.72; number 5, N, carries -0.19

***

Formula: CH7NO2
Source: the Open Molecules 2025 dataset
Level of theory: ωB97M-V/def2-TZVPD

net charge: 0
HOMO-LUMO gap: 11.5706 eV
HOMO energy: -10.5 eV
LUMO: 1.054 eV
SMILES: C=N.O.O

Element x y z (Å)
C 1.12910 1.41732 -3.42321
N 0.04881 1.27260 -2.79690
H 1.71944 0.53530 -3.68860
H 1.60785 2.33040 -3.76585
H -0.38587 2.17979 -2.61241
O 1.21079 1.02998 0.26368
H 0.31711 0.67342 0.32040
H 1.53825 0.64622 -0.56781
O -2.71127 -3.19973 5.25274
H -2.28684 -2.93349 6.07692
H -2.18736 -3.95181 4.94103

Atomic partial charges in e from the Mulliken method, atoms 1 to 5: number 1, C, carries -0.26; number 2, N, carries -0.47; number 3, H, carries 0.28; number 4, H, carries 0.23; number 5, H, carries 0.24

***

Formula: CH7NO2
Source: the Open Molecules 2025 dataset
Level of theory: ωB97M-V/def2-TZVPD

net charge: 0
HOMO-LUMO gap: 11.1776 eV
HOMO energy: -10.5 eV
LUMO: 0.678 eV
SMILES: C=N.O.O

Element x y z (Å)
C 0.79811 -0.24610 1.92246
N 0.44283 0.19411 0.79792
H 1.38263 -1.15080 2.06193
H 0.41085 0.17761 2.85238
H -0.10968 1.04544 0.84548
O -2.31790 0.38605 -1.43176
H -2.08571 -0.14948 -0.66902
H -1.50497 0.89474 -1.50191
O 1.22192 -0.65206 -1.82616
H 0.27499 -0.51382 -1.83836
H 1.48692 0.01429 -1.21298

Atomic partial charges in e from the Mulliken method, atoms 1 to 5: number 1, C, carries -0.33; number 2, N, carries -0.35; number 3, H, carries 0.26; number 4, H, carries 0.21; number 5, H, carries 0.20

***

Formula: CH7NO2
Source: the Open Molecules 2025 dataset
Level of theory: ωB97M-V/def2-TZVPD

net charge: 0
HOMO-LUMO gap: 5.1956 eV
HOMO energy: -9.4 eV
LUMO: -4.209 eV

Element x y z (Å)
C 0.48331 -0.03611 0.52789
N -0.77706 0.24868 1.02761
H 1.21508 0.76572 0.50936
H 0.33517 -0.33227 -0.55950
H -1.61607 0.34394 0.08033
H -0.65434 0.98893 1.72336
H -2.99855 -0.09620 -0.99710
O -2.12145 0.28779 -0.95129
H 0.85734 -1.00261 0.94354
H 2.93898 -0.67885 -1.53152
O 2.33759 -0.48903 -0.77267

Atomic partial charges in e from the Mulliken method, atoms 1 to 5: number 1, C, carries -0.69; number 2, N, carries -0.30; number 3, H, carries 0.36; number 4, H, carries 0.36; number 5, H, carries 0.48

***

Formula: CH7NO3P
Source: the Open Molecules 2025 dataset
Level of theory: ωB97M-V/def2-TZVPD

net charge: +1
HOMO-LUMO gap: 9.3400 eV
HOMO energy: -14.4 eV
LUMO: -5.070 eV

Element x y z (Å)
C -1.98216 0.45961 -1.59447
N 1.19970 -0.37898 0.15663
O 0.18465 -0.04223 2.62602
O 2.57383 -1.06222 2.33181
O -0.78681 1.03302 -0.92243
P 1.22917 -0.48287 1.73461
H -2.86754 1.24082 -1.49354
H -2.11937 -0.55272 -1.11578
H -1.64557 0.48589 -2.71858
H 0.40732 -0.14682 -0.37577
H 1.84783 -0.97183 -0.34552
H -0.68811 1.93615 -1.43923
H 2.64708 -1.51781 3.15627

Atomic partial charges in e from the Mulliken method, atoms 1 to 5: number 1, C, carries -0.44; number 2, N, carries -0.18; number 3, O, carries -0.39; number 4, O, carries -0.41; number 5, O, carries -0.62

***

Formula: CH7NO3P
Source: the Open Molecules 2025 dataset
Level of theory: ωB97M-V/def2-TZVPD

net charge: +1
HOMO-LUMO gap: 10.4706 eV
HOMO energy: -14.7 eV
LUMO: -4.239 eV

Element x y z (Å)
C 2.47097 0.99785 -0.01276
N 1.93230 -0.08754 0.21985
O -1.27905 0.05042 1.31882
O -2.38509 -1.44903 -0.83651
O -0.16576 0.53599 -0.62350
P -1.60790 0.69527 -0.10020
H 2.08672 1.74015 -0.56446
H 3.42077 1.29431 0.35852
H -3.31050 -1.80922 -0.64941
H 0.72321 -0.03047 -0.35887
H 2.27232 -0.78245 0.89493
H -1.69580 0.17810 2.18710
H -2.46220 -1.33338 -1.83351

Atomic partial charges in e from the Mulliken method, atoms 1 to 5: number 1, C, carries -0.28; number 2, N, carries -0.32; number 3, O, carries -0.45; number 4, O, carries -0.64; number 5, O, carries -0.39

***

Formula: CH7NO4
Source: the Open Molecules 2025 dataset
Level of theory: ωB97M-V/def2-TZVPD

net charge: +1
HOMO-LUMO gap (spin up / spin down): 10.8906 / 4.7763 eV
HOMO energy (spin up / spin down): -15.1 / -15.1 eV
LUMO (spin up / spin down): -4.232 / -10.344 eV
<S²>: 0.7590
2S+1: 2

Element x y z (Å)
N 0.14817 0.16985 1.03449
C 0.39506 -0.97362 1.68230
O 1.09922 -0.82504 2.77260
O -0.04343 -2.06719 1.27119
H -0.02982 0.19372 0.02374
H 0.47323 1.03305 1.44011
H 0.96705 -1.57330 3.38422
H 1.68011 -0.41402 -2.26387
H 0.72453 0.78515 -2.49201
O 1.53700 0.51252 -2.05471
H -2.43085 0.49332 -1.03737
H -2.13036 1.79819 -1.81948
O -2.38990 0.86736 -1.94119

Atomic partial charges in e from the Mulliken method, atoms 1 to 5: number 1, N, carries -0.20; number 2, C, carries 0.73; number 3, O, carries -0.36; number 4, O, carries -0.14; number 5, H, carries 0.26

***

Formula: CH7O2
Source: the Open Molecules 2025 dataset
Level of theory: ωB97M-V/def2-TZVPD

net charge: 0
HOMO-LUMO gap (spin up / spin down): 4.7403 / 12.7543 eV
HOMO energy (spin up / spin down): -4.2 / -12.5 eV
LUMO (spin up / spin down): 0.524 / 0.281 eV
<S²>: 0.7510
2S+1: 2

Element x y z (Å)
O 1.26267 -1.63137 -0.32992
H 2.14571 -1.60730 -0.70702
H 1.01731 -2.55499 -0.30329
H 0.09879 -0.46380 0.01440
C -0.63001 1.42610 0.10309
O -0.79137 -0.03102 -0.03276
H -1.13468 1.86316 -0.75632
H -1.07818 1.76578 1.03534
H 0.41947 1.66875 0.05362
H -1.30971 -0.43531 0.92287

Atomic partial charges in e from the Mulliken method, atoms 1 to 5: number 1, O, carries -0.91; number 2, H, carries 0.34; number 3, H, carries 0.37; number 4, H, carries 0.21; number 5, C, carries -0.93

***

Formula: CH8AsO2
Source: the Open Molecules 2025 dataset
Level of theory: ωB97M-V/def2-TZVPD

net charge: -1
HOMO-LUMO gap: 6.9887 eV
HOMO energy: -3.1 eV
LUMO: 3.938 eV

Element x y z (Å)
O 2.82885 0.09623 0.53944
O 1.41846 -0.03479 0.90782
C 0.65848 -0.44644 -0.20468
As -1.34339 0.08185 -0.00497
H 2.83106 1.01592 0.24836
H 0.73142 -1.53579 -0.34401
H 0.99778 0.07416 -1.10711
H -1.09237 0.73566 1.42837
H -0.99033 1.50529 -0.70192
H -1.49500 -0.60517 -1.46711
H -1.65213 -1.34728 0.67755
H -2.89282 0.46036 0.02824

Atomic partial charges in e from the Mulliken method, atoms 1 to 5: number 1, O, carries -0.40; number 2, O, carries -0.25; number 3, C, carries -0.70; number 4, As, carries -0.93; number 5, H, carries 0.32

***

Formula: CH8ClNiO7
Source: the Open Molecules 2025 dataset
Level of theory: ωB97M-V/def2-TZVPD

net charge: 0
HOMO-LUMO gap (spin up / spin down): 9.1376 / 6.4272 eV
HOMO energy (spin up / spin down): -9.6 / -9.6 eV
LUMO (spin up / spin down): -0.480 / -3.126 eV
<S²>: 3.7606
2S+1: 4

Element x y z (Å)
Ni -0.46239 0.17587 0.25338
C 1.02942 0.86132 -1.76626
O 0.15266 0.01926 -1.90207
O 1.06241 1.26077 -0.57534
O 1.74066 1.12041 -2.69288
Cl -0.41405 0.68215 2.66241
O -2.24212 -1.00242 0.41274
H -2.82875 -0.55467 1.02233
H -2.72459 -1.78508 0.14647
O 3.24188 -0.24013 0.34584
H 3.01242 -0.60979 1.19845
H 2.43475 0.17214 0.03794
O -1.78199 1.66007 -0.29741
H -1.64630 2.48927 0.16112
H -2.54776 1.81427 -0.85064
O 0.54144 -1.64923 0.58853
H 0.89562 -2.20249 -0.10766
H 0.53677 -2.21165 1.36306

Atomic partial charges in e from the Mulliken method, atoms 1 to 5: number 1, Ni, carries 0.68; number 2, C, carries 1.14; number 3, O, carries -0.57; number 4, O, carries -0.74; number 5, O, carries -0.44

***

Formula: CH8F2FeO7
Source: the Open Molecules 2025 dataset
Level of theory: ωB97M-V/def2-TZVPD

net charge: -2
HOMO-LUMO gap (spin up / spin down): 2.5932 / 2.5834 eV
HOMO energy (spin up / spin down): 2.0 / 2.0 eV
LUMO (spin up / spin down): 4.636 / 4.606 eV
<S²>: 6.0087
2S+1: 5

Element x y z (Å)
Fe -0.10753 0.02847 0.10091
F -0.05225 -0.73160 -1.79731
F -0.90990 -1.79597 0.80171
C -2.78048 0.85711 -0.71289
O -1.90561 1.12491 0.23341
O -3.13419 -0.35314 -0.97329
O -2.58198 1.47711 -1.83960
O 0.64077 1.97088 -0.63592
H 1.41176 2.53094 -0.51166
H 0.10369 2.42683 -1.29987
O 1.96703 -0.66735 0.53965
H 2.39534 -0.95055 1.35076
H 2.66917 -0.64784 -0.11630
O 0.13798 1.09771 2.11504
H -0.38655 1.20330 2.91171
H 0.55045 1.95527 1.97543
O 0.89607 -3.42505 -0.91491
H 0.54019 -3.53384 -0.02850
H 0.54603 -2.56720 -1.19836

Atomic partial charges in e from the Mulliken method, atoms 1 to 5: number 1, Fe, carries 0.88; number 2, F, carries -0.82; number 3, F, carries -0.84; number 4, C, carries 0.56; number 5, O, carries -0.69

***

Formula: CH8N2
Source: the Open Molecules 2025 dataset
Level of theory: ωB97M-V/def2-TZVPD

net charge: 0
HOMO-LUMO gap: 10.4642 eV
HOMO energy: -9.5 eV
LUMO: 0.964 eV
SMILES: CN.N

Element x y z (Å)
C 0.86432 0.28747 -0.31398
N 1.37105 1.66020 -0.24281
H 0.56713 -0.15122 0.63627
H 0.05310 0.25384 -1.03997
H 1.63063 -0.33485 -0.77147
H 1.84721 1.81362 0.64205
H 0.62088 2.34138 -0.23851
N -1.94924 -1.83515 0.41892
H -2.38679 -1.39453 1.22047
H -0.97713 -1.55524 0.39762
H -2.39768 -1.40675 -0.38403

Atomic partial charges in e from the Mulliken method, atoms 1 to 5: number 1, C, carries -0.66; number 2, N, carries -0.58; number 3, H, carries 0.19; number 4, H, carries 0.30; number 5, H, carries 0.28

***

Formula: CH8N2O2Si2
Source: the Open Molecules 2025 dataset
Level of theory: ωB97M-V/def2-TZVPD

net charge: 0
HOMO-LUMO gap: 7.8600 eV
HOMO energy: -7.6 eV
LUMO: 0.291 eV

Element x y z (Å)
C 2.50316 0.14481 0.62360
N 3.88864 0.08711 0.62577
N 1.61654 -0.80794 0.31169
O 1.94965 1.23255 0.79618
O -2.09616 -0.75185 -0.35458
Si -3.38416 0.18984 -0.46893
Si -0.02005 0.18469 0.49540
H 4.32460 -0.73779 0.32063
H 4.45896 0.86560 1.01001
H 1.94708 -1.75209 0.34084
H -1.88579 -1.56641 -0.68806
H -3.71461 0.79422 0.76341
H -4.69067 -0.17931 -0.95257
H -2.94768 1.08284 -1.51635
H -0.00139 0.46859 -1.00852

Atomic partial charges in e from the Mulliken method, atoms 1 to 5: number 1, C, carries 0.72; number 2, N, carries -0.40; number 3, N, carries -0.29; number 4, O, carries -0.60; number 5, O, carries -0.31

***

Formula: CH8N2O3
Source: the Open Molecules 2025 dataset
Level of theory: ωB97M-V/def2-TZVPD

net charge: +1
HOMO-LUMO gap (spin up / spin down): 12.0710 / 5.9085 eV
HOMO energy (spin up / spin down): -16.0 / -16.0 eV
LUMO (spin up / spin down): -3.970 / -10.053 eV
<S²>: 0.7606
2S+1: 2

Element x y z (Å)
N -1.17735 -1.63863 -0.46154
C -0.75971 -0.40542 -0.71894
N -1.09495 0.57726 0.28071
O -0.13159 -0.03295 -1.68830
H -1.72575 -1.86663 0.36550
H -0.99631 -2.35134 -1.14317
H -1.17937 1.49957 -0.15634
H -1.98259 0.41969 0.75119
H 1.60450 -0.01096 -0.70969
H 2.10504 -0.84418 0.50419
O 2.22782 -0.02273 0.01852
H -0.07808 1.84628 1.47095
H 0.92936 0.64141 1.58026
O 0.48605 1.34405 2.09152

Atomic partial charges in e from the Mulliken method, atoms 1 to 5: number 1, N, carries -0.34; number 2, C, carries 0.61; number 3, N, carries -0.43; number 4, O, carries -0.53; number 5, H, carries 0.21

***

Formula: CH8N3
Source: the Open Molecules 2025 dataset
Level of theory: ωB97M-V/def2-TZVPD

net charge: +1
HOMO-LUMO gap: 11.8098 eV
HOMO energy: -15.4 eV
LUMO: -3.588 eV

Element x y z (Å)
N 1.46940 -1.57230 0.29882
H 1.43250 -2.56206 0.14269
H 0.96811 0.83518 0.31227
H 2.40146 -1.33203 -0.02644
H 1.55744 -1.51158 1.31316
N -1.30545 -0.25016 0.17020
C -0.92756 0.90122 -0.34812
N 0.28847 1.35377 -0.25167
H -0.59551 -0.97422 0.32337
H -2.25387 -0.54318 -0.04417
H -1.70523 1.46236 -0.85006
H 0.51074 2.31978 -0.46454

Atomic partial charges in e from the Mulliken method, atoms 1 to 5: number 1, N, carries -0.85; number 2, H, carries 0.24; number 3, H, carries 0.22; number 4, H, carries 0.26; number 5, H, carries 0.29

***

Formula: CH8N3O
Source: the Open Molecules 2025 dataset
Level of theory: ωB97M-V/def2-TZVPD

net charge: +1
HOMO-LUMO gap: 5.9082 eV
HOMO energy: -15.1 eV
LUMO: -9.225 eV

Element x y z (Å)
N -0.08559 0.05128 1.00940
C 0.72204 -0.36946 0.01985
N 0.12427 -0.28393 -1.26633
N 1.91656 0.53165 0.05870
H 0.39364 -0.00977 1.92165
H -3.43246 0.34647 0.22620
H -0.89591 -0.26036 -1.28111
H 0.56989 -0.91120 -1.91885
H 1.09195 -1.41277 0.04713
H 2.49773 0.43974 0.89040
H 1.58054 1.47999 -0.09176
H -1.91937 0.18098 0.55308
O -2.56328 0.21738 -0.16837

Atomic partial charges in e from the Mulliken method, atoms 1 to 5: number 1, N, carries -0.42; number 2, C, carries 0.27; number 3, N, carries -0.41; number 4, N, carries -0.35; number 5, H, carries 0.27

***

Formula: CH8N3O2P
Source: the Open Molecules 2025 dataset
Level of theory: ωB97M-V/def2-TZVPD

net charge: 0
HOMO-LUMO gap: 10.8781 eV
HOMO energy: -10.1 eV
LUMO: 0.793 eV
SMILES: NP(N)(=O)O.C=N

Element x y z (Å)
N 1.47635 0.42553 -0.91745
P 0.06780 1.25151 -0.51491
N 0.10128 1.25804 1.14452
O -0.13455 2.56304 -1.14546
O -1.08185 0.21852 -1.02460
H 1.83188 0.79210 -1.78904
H 2.16539 0.52465 -0.18629
H -0.58198 1.88325 1.53977
H 0.07733 0.31669 1.53186
H -1.67388 0.72547 -1.58368
C -0.83649 -2.06790 0.56333
N 0.17866 -1.52906 1.05686
H -0.85072 -2.75713 -0.28281
H -1.79876 -1.84682 1.00881
H 1.05955 -1.75789 0.59908

Atomic partial charges in e from the Mulliken method, atoms 1 to 5: number 1, N, carries -0.55; number 2, P, carries 0.88; number 3, N, carries -0.57; number 4, O, carries -0.69; number 5, O, carries -0.47

***

Formula: CH8N3Si
Source: the Open Molecules 2025 dataset
Level of theory: ωB97M-V/def2-TZVPD

net charge: +1
HOMO-LUMO gap: 10.0759 eV
HOMO energy: -13.9 eV
LUMO: -3.826 eV

Element x y z (Å)
C 0.88223 -1.11028 0.28526
N 0.96975 0.14579 0.34601
N -0.28349 -1.61283 0.23071
N -0.18388 0.85377 0.05659
Si -1.63614 -0.32370 0.07785
H 1.82625 -1.64384 0.32341
H 1.09542 2.62682 -1.22381
H 1.94204 0.39652 0.25840
H -0.29996 -2.61171 0.26676
H 0.70899 1.94548 -1.18444
H -0.20377 1.80963 0.36917
H -2.35617 0.12535 -1.08973
H -2.46128 -0.60099 1.28383

Atomic partial charges in e from the Mulliken method, atoms 1 to 5: number 1, C, carries 0.03; number 2, N, carries 0.05; number 3, N, carries -0.24; number 4, N, carries -0.52; number 5, Si, carries 0.29